{
  "formula": "C8H25FN2O4P",
  "method": "ωB97M-V/def2-TZVPD",
  "symbols": ["H", "H", "H", "H", "H", "H", "C", "F", "H", "C", "H", "C", "O", "O", "P", "H", "H", "H", "O", "H", "H", "H", "C", "C", "H", "H", "H", "H", "H", "N", "N", "H", "C", "H", "C", "H", "H", "H", "O", "H", "C"],
  "positions_angstrom": [[0.889182, -5.822642, 1.294783], [1.003842, -6.311888, 3.001507], [-2.015878, -0.872508, -2.345789], [2.060636, 4.322331, 3.717186], [-4.767651, 4.544996, -4.032859], [-2.995266, -0.676665, -0.209632], [1.132133, -5.485982, 2.305561], [1.448127, 1.598558, -1.055935], [0.784601, -0.026318, -2.118741], [-0.716693, 0.789140, -0.538616], [-3.567666, 2.731571, -3.262146], [1.176062, -0.465234, 0.083643], [1.753743, -3.330258, -0.592535], [0.252874, -4.431403, 2.683408], [-2.276523, 0.005820, -1.250720], [2.227422, -0.801296, 0.121024], [0.560338, -1.388944, -0.089353], [-3.210892, 5.386203, -4.198890], [-3.071180, 3.387012, -3.767033], [-3.794259, 4.927308, -2.582798], [0.882677, -0.089757, 2.270224], [2.224343, 3.154263, 2.387804], [-0.522121, 0.742250, 1.013679], [-3.753843, 4.630226, -3.634816], [-1.238287, 1.246132, 1.692954], [0.385477, -3.718860, 2.054391], [-0.777717, 1.895113, -0.712215], [0.924245, 4.381922, 2.352873], [3.414877, -4.566326, -0.728240], [0.545931, 0.064490, 1.318861], [-3.238827, 1.194726, -1.739222], [2.167146, -5.135992, 2.345734], [1.513447, 3.722349, 2.994469], [1.474657, -3.570806, -1.481012], [0.704827, 0.427779, -1.113418], [-2.788685, 2.095607, -1.584533], [3.512494, -3.258223, 0.469991], [0.177240, 2.312050, 3.054510], [0.651552, 2.831600, 3.705503], [3.668034, -2.880913, -1.261646], [3.170087, -3.521875, -0.529733]],
  "atomic_forces_ev_per_a": [[0.2, -0.1, 0.0], [-0.1, 0.1, 0.0], [0.5, -0.3, 0.9], [-0.1, -0.1, 0.0], [0.0, 0.2, 0.0], [1.1, -0.5, -0.4], [0.0, 0.2, -0.2], [-0.2, -0.2, -0.5], [-0.2, 0.2, 0.7], [1.2, 1.0, 1.0], [0.0, -0.1, -0.3], [-0.7, -2.2, -1.5], [-0.1, 0.1, 0.0], [-0.1, 0.1, 0.2], [-2.8, 3.0, -0.7], [-0.6, 0.7, 0.4], [1.0, 0.3, 0.1], [0.0, -0.1, 0.0], [0.1, 0.1, 0.1], [-0.1, 0.2, -0.1], [0.0, 0.0, -0.2], [0.1, 0.2, 0.0], [0.3, -0.8, -1.6], [-0.1, -0.3, 0.0], [0.7, -0.6, -0.1], [0.0, -0.1, -0.1], [-0.7, -0.8, -0.3], [0.1, 0.1, 0.0], [0.1, 0.1, 0.1], [-1.1, 1.6, -0.9], [1.4, -1.1, 0.7], [0.1, -0.2, 0.0], [-0.1, -0.1, -0.2], [-0.1, -0.2, 0.0], [0.1, 0.0, 2.8], [-0.2, -0.1, -0.2], [-0.1, 0.0, 0.0], [-0.1, 0.2, 0.1], [0.1, -0.1, 0.1], [0.1, -0.1, 0.1], [0.0, -0.1, -0.2]],
  "nbo_charge": [0.17, 0.20, 0.00, 0.21, 0.17, -0.02, -0.25, -0.34, 0.24, -0.66, 0.48, -0.28, -0.76, -0.72, 1.28, 0.28, 0.25, 0.19, -0.74, 0.15, 0.47, 0.16, 0.28, -0.25, 0.27, 0.45, 0.32, 0.17, 0.19, -0.41, -1.28, 0.16, -0.25, 0.48, 0.21, 0.37, 0.19, 0.43, -0.70, 0.17, -0.26],
  "lumo_ev": -5.46,
  "total_charge": 1,
  "fmax_ev_per_a": 4.2,
  "e_tot_ha": -1171.06353,
  "orbital_gap_ev": 6.6
}